# C39H45GeN2O3SrTe

A structure of composition C39H45GeN2O3SrTe in a non-equilibrium geometry (ωB97M-V with the def2-TZVPD basis set, the OMol25 dataset).

Structure (XYZ):
```
92
C39H45GeN2O3SrTe, DFT ωB97M-V with the def2-TZVPD basis set
Sr -0.041 2.050 1.808
C -3.151 -4.106 -1.518
C -2.463 -2.889 -0.952
C -3.157 -1.899 -0.294
C -2.520 -0.786 0.287
C -3.300 0.286 0.950
O -2.870 1.048 1.808
C -4.733 0.496 0.529
C -5.685 0.755 1.506
C -7.007 0.983 1.152
C -7.378 0.978 -0.188
C -6.424 0.743 -1.170
C -5.106 0.497 -0.811
C -1.110 -0.691 0.242
O -0.471 0.253 0.831
C -0.398 -1.672 -0.505
C -1.070 -2.735 -1.064
C 1.098 -1.534 -0.620
N 1.679 -0.539 -1.147
C 0.879 0.532 -1.741
C 1.608 1.167 -2.913
Te 0.255 2.283 -4.132
C -0.807 0.539 -4.695
C -0.202 -0.438 -5.484
C -0.843 -1.648 -5.728
C -2.102 -1.890 -5.193
C -2.723 -0.916 -4.422
C -2.079 0.293 -4.172
C 1.965 -2.628 -0.044
C 3.295 -2.743 -0.453
C 4.115 -3.731 0.069
C 3.622 -4.623 1.017
C 2.305 -4.513 1.436
C 1.481 -3.522 0.906
H -4.235 -4.009 -1.447
H -2.862 -5.015 -0.983
H -2.893 -4.257 -2.570
H -4.234 -1.994 -0.196
H -5.376 0.777 2.543
H -7.746 1.173 1.918
H -8.409 1.157 -0.465
H -6.706 0.754 -2.215
H -4.353 0.320 -1.571
H -0.498 -3.479 -1.614
H 0.724 1.335 -1.007
H -0.101 0.161 -2.049
H 2.089 0.432 -3.558
H 2.356 1.879 -2.557
H 0.779 -0.253 -5.906
H -0.356 -2.404 -6.335
H -2.594 -2.839 -5.370
H -3.703 -1.105 -3.996
H -2.556 1.046 -3.555
H 3.660 -2.043 -1.195
H 5.143 -3.813 -0.268
H 4.265 -5.389 1.433
H 1.911 -5.199 2.177
H 0.455 -3.438 1.242
C -1.986 4.758 0.962
Ge -0.116 5.165 0.341
C 0.481 6.638 1.544
C -0.500 6.189 -1.333
C 0.894 3.593 0.039
H -2.611 5.655 0.930
H -2.033 4.372 1.994
H -2.442 4.005 0.307
H -0.256 7.452 1.574
H 1.429 7.043 1.175
H 0.644 6.272 2.562
H -1.091 7.097 -1.133
H -1.061 5.554 -2.027
H 0.436 6.483 -1.819
H 1.961 3.852 0.169
O 1.677 -0.235 3.790
C 2.901 -0.225 3.769
C 3.757 -0.627 4.949
C 4.554 -1.937 4.718
C 4.911 -2.231 3.259
C 5.726 -1.147 2.559
C 5.027 0.230 2.552
N 3.580 0.148 2.649
H 3.088 -0.734 5.797
H 4.439 0.199 5.170
H 3.954 -2.772 5.086
H 5.464 -1.908 5.324
H 3.991 -2.398 2.695
H 5.470 -3.169 3.217
H 5.911 -1.472 1.532
H 6.702 -1.037 3.045
H 5.258 0.767 1.635
H 5.406 0.841 3.371
H 3.012 0.380 1.848
```

## Properties
HOMO in eV: -1.7
Lowest unoccupied orbital energy in eV: 2.3
Total charge: -1
2S+1: 1
Orbital gap in eV: 4.0